# 1
19
Properties=species:S:1:pos:R:3:forces:R:3:mulliken_charge:R:1 method="wB97M-V/def2-TZVPD" charge=0 orbital_gap_ev=8.0313 multiplicity=1 e_tot_ha=-3037.79269 e_homo_ev=-7.47 e_above_lowest_kj_mol=149.23 lumo_energy_ev=0.6
C 0.990 -0.654 -0.008 -0.457 -0.436 -0.073 0.213
C 0.615 1.371 -1.079 0.876 0.863 0.848 -0.356
C 0.970 1.573 0.421 -3.612 0.817 1.952 -0.502
C 0.526 -0.119 -1.136 0.010 -1.112 -1.475 -0.418
C -2.339 -1.565 1.426 2.279 -2.525 -2.598 -0.600
C -2.005 -0.940 0.265 -2.276 -1.475 0.542 0.428
N 1.411 0.307 0.894 1.776 -1.768 0.999 -0.347
O 1.015 -1.987 0.335 2.227 0.950 2.853 -0.499
F -1.751 -1.608 -0.892 0.014 0.621 1.352 -0.216
Br -2.712 0.818 -0.019 0.449 -0.331 -0.158 -0.161
H -0.338 1.843 -1.323 0.264 0.213 -0.150 0.217
H 1.471 1.892 -1.600 -0.960 -0.875 -0.263 0.278
H 1.647 2.373 0.612 0.670 0.464 0.024 0.348
H 0.015 1.778 1.120 1.520 0.213 -1.846 0.168
H 0.167 -0.726 -1.988 0.420 0.673 0.675 0.311
H -2.824 -0.978 2.148 -0.245 0.351 1.113 0.315
H 1.616 -2.029 1.207 -1.962 -0.107 -2.935 0.347
H -2.077 -2.736 1.549 -0.759 3.120 -0.224 0.210
H 1.336 0.077 1.888 -0.235 0.345 -0.637 0.264



# 2
118
Properties=species:S:1:pos:R:3:forces:R:3:mulliken_charge:R:1 method="wB97M-V/def2-TZVPD" charge=0 orbital_gap_ev=8.8013 multiplicity=1 e_tot_ha=-3770.31476 e_homo_ev=-8.51 lumo_energy_ev=0.3
C -3.716 4.832 3.140 0.209 0.353 1.214 -0.896
C -4.429 4.074 4.274 -1.224 -0.133 -0.697 -0.766
C -4.978 2.689 3.845 0.496 0.271 0.338 -1.061
C -3.792 1.694 3.628 -0.887 -0.337 1.513 1.642
C -3.653 0.994 5.029 0.258 0.881 -0.071 -1.889
C -4.045 0.611 2.535 0.291 -0.371 0.402 -1.579
N -5.090 0.889 1.555 -0.272 0.881 -0.533 0.983
O -6.376 0.618 2.050 0.098 -0.731 0.344 -0.310
C -6.784 -0.690 1.629 -0.540 -0.001 0.395 0.046
C -7.779 -1.301 2.642 -0.214 -1.435 -0.404 0.005
C -7.217 -2.564 3.366 0.125 0.607 0.421 -1.109
O -8.960 -1.721 1.935 -0.146 0.424 0.045 -0.628
P -4.917 2.212 0.499 1.752 1.247 -0.754 -0.087
O -6.358 3.004 0.663 -0.239 -0.839 0.111 -0.471
O -4.987 1.649 -1.063 -1.099 -0.353 1.275 -0.493
C -2.734 -0.076 1.905 -0.997 0.778 0.552 2.087
C -2.268 -1.187 2.875 0.296 -0.975 -1.188 -2.112
C -3.138 -2.470 2.968 -0.056 0.457 1.730 1.610
C -3.526 -2.720 4.453 0.395 0.013 -0.706 -1.404
Cl -2.122 -3.889 2.502 -0.361 0.114 -0.281 -0.156
O -3.211 -0.509 0.630 0.629 -0.707 0.433 -0.054
C -2.590 -1.519 -0.048 0.556 0.874 -1.444 -0.368
O -2.257 -1.007 -1.308 -0.051 -0.214 0.367 -0.456
I -4.071 -3.114 -0.477 0.025 -0.127 0.144 -0.021
C -1.544 0.903 1.718 1.298 0.932 0.351 0.422
F -0.707 0.491 0.698 -0.603 -0.522 0.012 -0.375
F -1.941 2.147 1.309 -0.489 -0.360 -0.028 -0.294
C -0.608 1.130 2.929 0.658 -0.137 0.110 -0.716
C 0.691 0.265 2.929 -0.007 0.191 0.623 -0.707
Si 2.263 1.166 2.359 0.588 -0.032 -0.629 -0.101
C 3.389 1.543 3.833 -0.643 -0.229 0.141 -1.213
C 1.948 2.746 1.385 0.124 0.079 0.110 -1.266
C 3.161 -0.017 1.168 -0.530 0.623 0.839 0.671
C 3.233 -1.350 1.551 -0.187 -0.279 0.545 -0.086
C 3.824 -2.311 0.756 -0.230 0.082 0.178 -1.138
C 4.346 -1.896 -0.455 0.320 -1.283 -0.093 -0.487
C 4.305 -0.580 -0.843 0.344 0.057 -0.918 -0.723
C 3.707 0.374 -0.043 0.032 0.200 -0.117 -0.194
H -3.618 5.880 3.462 0.079 -0.172 -0.220 0.444
H -2.697 4.451 3.020 -0.241 0.014 -0.489 0.135
H -4.299 4.826 2.216 0.254 -0.244 0.047 0.165
H -3.836 3.972 5.192 0.168 0.092 -0.294 0.245
H -5.324 4.651 4.558 0.284 -0.001 0.052 0.521
H -5.593 2.359 4.695 0.008 -0.277 -0.376 0.370
H -5.663 2.781 2.999 0.291 0.110 0.028 0.543
H -2.892 2.304 3.528 -0.103 -0.241 -0.629 -0.080
H -4.388 0.195 5.167 0.237 -0.007 -0.117 0.263
H -3.891 1.753 5.786 0.174 -0.208 -0.046 0.565
H -2.631 0.669 5.260 -0.267 -0.304 -0.070 0.291
H -4.486 -0.224 3.102 -0.033 0.154 -0.266 0.016
H -5.922 -1.362 1.536 -0.008 0.362 -0.204 -0.061
H -7.317 -0.607 0.671 0.278 -0.055 0.071 0.286
H -8.125 -0.590 3.396 0.132 0.186 -0.373 0.348
H -6.231 -2.856 2.989 -0.168 -0.014 0.124 0.235
H -7.150 -2.363 4.443 0.226 -0.142 -0.198 0.237
H -7.901 -3.413 3.267 0.077 0.220 -0.116 0.425
H -8.728 -2.460 1.360 0.032 0.092 0.086 0.342
H -6.341 3.817 0.145 0.105 -0.086 0.010 0.327
H -5.781 1.086 -1.118 0.218 -0.022 -0.520 0.310
H -1.286 -1.522 2.518 -0.136 0.114 0.207 0.361
H -2.101 -0.843 3.895 -0.169 0.420 -0.301 0.284
H -4.082 -2.413 2.423 0.513 -0.292 -0.583 -0.670
H -4.297 -2.009 4.771 0.106 -0.177 -0.036 0.117
H -2.623 -2.571 5.055 -0.264 -0.173 0.122 0.425
H -3.873 -3.752 4.551 -0.102 0.255 0.201 0.452
H -1.669 -1.926 0.381 -0.611 -0.331 0.553 0.537
H -1.803 -1.714 -1.788 -0.071 0.169 -0.045 0.359
H -0.289 2.179 2.873 -0.371 -0.118 -0.105 0.731
H -1.089 1.023 3.903 -0.283 -0.004 -0.344 -0.050
H 0.872 -0.030 3.976 0.009 -0.052 -0.259 0.548
H 0.622 -0.670 2.364 -0.184 0.220 0.007 0.330
H 2.920 2.342 4.427 0.317 -0.012 -0.140 0.347
H 3.444 0.673 4.503 0.133 0.108 -0.215 0.356
H 4.400 1.821 3.521 -0.184 0.069 0.086 0.375
H 1.385 3.506 1.942 -0.031 -0.204 -0.182 0.378
H 1.451 2.523 0.433 -0.058 0.131 0.247 0.334
H 2.918 3.211 1.151 -0.164 -0.161 0.041 0.409
H 2.793 -1.648 2.505 0.108 -0.009 -0.152 0.359
H 3.834 -3.348 1.080 0.126 0.104 -0.174 0.433
H 4.796 -2.654 -1.096 0.001 0.276 -0.020 0.384
H 4.745 -0.365 -1.815 -0.155 0.384 0.188 0.555
H 3.652 1.412 -0.366 0.045 -0.165 0.017 0.368
C 5.370 -1.077 -4.934 -0.001 0.000 0.010 -0.404
C 4.058 -1.282 -4.528 0.012 -0.020 0.010 -0.255
C 3.013 -0.695 -5.229 -0.007 -0.010 -0.008 -0.533
C 3.280 0.090 -6.342 -0.001 0.025 -0.001 -0.415
C 4.592 0.293 -6.750 -0.015 0.007 -0.001 -0.382
C 5.637 -0.287 -6.044 0.010 -0.005 -0.006 -0.403
H 6.185 -1.532 -4.384 -0.008 0.002 -0.009 0.395
H 3.850 -1.900 -3.663 -0.014 0.011 -0.009 0.445
H 1.991 -0.850 -4.908 0.011 0.000 -0.007 0.421
H 2.465 0.544 -6.892 0.005 -0.010 0.006 0.404
H 4.800 0.904 -7.620 0.006 -0.001 0.016 0.345
H 6.660 -0.125 -6.360 -0.011 -0.008 -0.002 0.384
C 2.545 -0.145 -10.195 -0.010 -0.014 0.001 -0.172
C 1.892 0.107 -11.394 0.009 0.020 -0.008 -0.511
C 1.260 -0.927 -12.071 -0.008 -0.006 0.006 -0.355
C 1.273 -2.212 -11.543 0.002 0.005 0.000 -0.361
C 1.923 -2.462 -10.343 -0.004 -0.001 -0.018 -0.518
C 2.563 -1.430 -9.670 0.017 -0.020 0.035 -0.151
H 3.041 0.662 -9.669 -0.003 -0.008 -0.007 0.286
H 1.876 1.110 -11.802 0.006 -0.014 0.000 0.358
H 0.756 -0.732 -13.009 -0.003 0.002 0.015 0.354
H 0.776 -3.018 -12.069 0.007 0.008 0.005 0.356
H 1.932 -3.464 -9.931 0.008 0.012 -0.006 0.360
H 3.075 -1.626 -8.736 -0.010 0.013 -0.004 0.358
C 8.226 -0.998 2.055 0.034 0.013 -0.008 -0.563
C 7.481 -0.482 1.003 -0.068 -0.001 0.050 0.198
C 8.106 0.258 0.008 0.018 -0.006 -0.011 -0.424
C 9.476 0.473 0.060 -0.009 -0.002 -0.004 -0.422
C 10.222 -0.046 1.109 0.011 0.009 0.002 -0.436
C 9.596 -0.779 2.109 -0.007 -0.012 -0.004 -0.372
H 7.738 -1.573 2.833 -0.002 0.008 -0.011 0.375
H 6.413 -0.655 0.959 0.011 0.013 0.011 0.210
H 7.523 0.666 -0.808 -0.005 -0.015 0.009 0.388
H 9.964 1.047 -0.719 -0.002 -0.004 0.013 0.365
H 11.291 0.120 1.149 -0.014 0.003 0.003 0.358
H 10.177 -1.180 2.931 -0.001 0.000 -0.014 0.363



# 3
15
Properties=species:S:1:pos:R:3:forces:R:3:mulliken_charge:R:1 method="wB97M-V/def2-TZVPD" charge=0 orbital_gap_ev=10.7266 multiplicity=1 e_tot_ha=-341.93587 e_homo_ev=-10.06 e_above_lowest_kj_mol=177.95 lumo_energy_ev=0.7
N -2.006 -0.267 -0.419 -0.089 -0.038 0.084 -0.707
C -0.881 -0.363 0.513 0.228 0.043 0.103 0.468
C 0.407 -0.849 -0.202 0.125 -0.047 0.015 -0.595
C 1.329 0.264 -0.755 -0.096 -0.280 -0.363 -0.710
O 2.118 0.938 0.197 -0.014 0.018 0.015 -0.569
C -0.535 0.973 1.044 0.149 0.899 0.437 0.242
N -0.065 1.971 1.393 -1.163 -0.811 -0.060 -0.621
H -2.243 -1.196 -0.763 0.173 0.180 0.063 0.244
H -2.837 0.080 0.053 0.139 0.032 -0.062 0.252
H -1.089 -1.014 1.379 0.073 0.173 -0.170 0.249
H 0.087 -1.484 -1.038 0.090 0.086 0.115 0.327
H 0.989 -1.472 0.485 -0.050 0.113 -0.052 0.321
H 0.731 0.954 -1.373 0.129 -0.054 0.175 0.350
H 2.054 -0.217 -1.408 -0.096 -0.094 -0.206 0.376
H 1.570 1.617 0.620 0.402 -0.220 -0.095 0.372



# 4
96
Properties=species:S:1:pos:R:3:forces:R:3:mulliken_charge:R:1 method="wB97M-V/def2-TZVPD" charge=+1 orbital_gap_ev="6.9395 / 6.8510" multiplicity=4 e_tot_ha=-3578.70416 e_homo_ev="-9.16 / -10.34" e_above_lowest_kj_mol=208.23 lumo_energy_ev="-2.2 / -3.5"
C -1.767 -1.737 1.982 0.521 -0.340 -0.068 0.006
C -0.069 -2.977 0.876 -0.375 0.305 0.560 -1.110
C -2.200 -2.887 2.627 -0.310 0.356 0.004 -0.743
C -0.488 -4.153 1.475 -0.008 -0.052 -0.030 -0.448
C -1.553 -4.094 2.374 0.221 -0.137 0.045 -1.257
H -3.053 -2.782 3.292 0.081 -0.396 -0.070 0.586
H 0.041 -5.065 1.216 -0.307 -0.078 0.189 0.559
H -1.881 -5.004 2.869 0.001 0.161 -0.052 0.463
N -0.662 -1.821 1.225 -0.984 -1.075 -0.224 1.907
P -2.272 0.560 0.445 -1.422 0.117 -0.036 -0.103
P 2.052 -1.296 -0.028 0.423 -1.429 -0.248 -0.644
C -2.456 -0.376 2.034 -0.069 -0.347 0.606 -1.846
H -3.517 -0.496 2.293 0.309 -0.068 0.124 0.810
H -1.971 0.218 2.835 -0.309 -0.190 -0.346 0.538
C 0.931 -2.862 -0.230 0.701 0.157 -0.416 -0.953
H 1.537 -3.759 -0.296 -0.064 -0.224 -0.004 1.814
C 3.181 -1.284 -1.585 -0.218 -0.082 0.097 2.419
C 3.077 -1.614 1.523 0.285 0.058 -0.528 2.446
C -3.606 -0.208 -0.723 0.118 0.572 0.288 2.821
C -2.853 2.337 0.918 0.227 -0.488 0.088 2.570
C 2.606 -0.274 -2.603 -0.132 0.021 -0.124 -1.542
H 2.871 0.755 -2.325 -0.100 -0.192 0.009 0.305
H 3.048 -0.472 -3.593 -0.040 0.063 0.299 0.420
H 1.514 -0.335 -2.705 0.338 -0.028 0.020 0.198
C 4.594 -0.812 -1.227 0.115 0.025 0.007 -1.853
H 4.585 0.204 -0.817 0.077 -0.246 -0.010 0.290
H 5.099 -1.492 -0.534 -0.064 0.176 -0.146 0.254
H 5.189 -0.783 -2.152 -0.170 0.000 0.175 0.582
C 3.274 -2.675 -2.245 0.079 -0.121 -0.187 -1.232
H 4.197 -2.708 -2.847 -0.330 0.027 0.100 0.589
H 3.342 -3.510 -1.532 -0.022 0.300 -0.214 0.035
H 2.431 -2.854 -2.930 0.300 0.019 0.380 0.145
C 3.953 -0.342 1.754 0.087 -0.006 0.235 -1.575
H 3.566 0.555 1.239 0.124 -0.311 0.143 0.100
H 3.979 -0.099 2.828 0.014 -0.095 -0.349 0.422
H 4.988 -0.519 1.431 -0.404 0.231 0.059 0.433
C 2.140 -1.780 2.733 -0.199 0.069 0.034 -1.756
H 1.317 -1.074 2.714 0.042 -0.203 0.097 0.010
H 1.717 -2.786 2.802 0.121 0.099 0.005 0.304
H 2.688 -1.548 3.654 0.056 -0.315 -0.147 0.812
C 3.943 -2.893 1.372 0.256 -0.235 0.530 -1.573
H 3.720 -3.527 0.500 0.025 0.367 0.262 0.213
H 5.019 -2.661 1.364 -0.387 -0.115 -0.102 0.408
H 3.763 -3.517 2.259 0.203 0.011 -0.247 0.428
C -2.760 3.192 -0.352 -0.036 0.177 0.022 -1.972
H -3.080 4.216 -0.111 0.049 -0.183 -0.090 0.521
H -1.724 3.237 -0.711 -0.290 -0.083 0.048 0.067
H -3.387 2.825 -1.174 0.059 0.044 0.226 0.367
C -1.896 2.916 1.971 0.364 0.197 -0.079 -1.295
H -1.747 2.251 2.834 -0.089 0.296 -0.192 0.444
H -0.928 3.127 1.518 -0.428 -0.224 0.361 -0.300
H -2.291 3.880 2.341 0.071 -0.439 -0.140 0.662
C -4.254 2.393 1.541 -0.239 0.247 0.073 -1.579
H -4.468 1.520 2.172 -0.092 0.254 -0.218 0.178
H -4.290 3.273 2.201 -0.078 -0.216 -0.173 0.512
H -5.035 2.534 0.788 0.138 -0.237 0.325 0.375
C -3.603 -1.723 -0.523 0.264 -0.156 0.003 -1.945
H -4.043 -2.025 0.434 0.037 0.086 -0.110 0.251
H -4.193 -2.193 -1.320 0.068 0.109 0.110 0.673
H -2.585 -2.119 -0.589 -0.185 -0.039 -0.011 0.006
C -3.159 0.140 -2.169 -0.076 -0.084 -0.259 -1.351
H -2.724 -0.742 -2.657 -0.048 0.287 0.140 0.111
H -4.029 0.467 -2.763 0.309 -0.093 0.193 0.491
H -2.388 0.924 -2.223 -0.286 -0.196 0.039 0.234
C -5.051 0.280 -0.487 -0.115 -0.074 -0.111 -1.882
H -5.387 0.156 0.556 0.173 0.114 -0.402 0.302
H -5.207 1.319 -0.816 0.088 -0.403 0.211 0.361
H -5.714 -0.348 -1.106 0.222 0.181 0.136 0.549
Co -0.064 -0.387 0.138 -1.232 1.396 -4.085 -0.671
C 0.492 0.631 1.487 2.740 3.706 7.357 0.558
O 0.887 1.120 2.497 -1.507 -1.849 -3.695 -0.488
N -0.260 -1.283 -1.594 -0.106 -1.375 -0.258 -0.386
C 0.091 -2.493 -1.562 0.353 -0.467 0.411 -0.359
C -0.242 -3.684 -2.599 0.362 1.225 0.771 2.343
C 0.492 -4.977 -2.283 0.193 -0.070 -0.008 -1.882
C -1.732 -3.976 -2.500 -0.283 0.147 -0.025 -1.825
C 0.116 -3.197 -4.013 -0.080 0.187 -0.315 -1.762
H 1.575 -4.860 -2.326 0.013 -0.059 0.105 0.298
H 0.197 -5.395 -1.318 0.081 0.037 0.028 0.226
H 0.223 -5.710 -3.045 -0.014 -0.057 0.001 0.556
H -2.307 -3.089 -2.779 -0.024 -0.122 0.118 0.250
H -1.998 -4.785 -3.187 0.031 0.065 0.029 0.534
H -2.005 -4.292 -1.488 -0.054 0.075 -0.085 0.293
H 0.684 -3.955 -4.569 -0.106 0.165 0.129 0.360
H -0.799 -2.991 -4.578 0.185 0.039 -0.003 0.403
H 0.698 -2.267 -3.991 -0.154 -0.238 -0.079 0.383
C 1.411 3.883 1.597 0.218 0.662 0.098 -1.347
C 0.952 3.320 0.295 -1.030 -2.152 -0.090 0.900
C 0.999 4.146 -0.923 0.506 0.310 -0.216 -1.398
O 0.508 2.159 0.136 1.052 2.536 -0.350 -0.115
H 2.368 3.434 1.863 0.121 -0.009 0.003 0.294
H 0.756 3.768 2.461 -0.068 -0.358 -0.311 0.323
H 1.542 4.951 1.431 0.256 -0.002 0.257 0.489
H 1.720 3.610 -1.555 -0.021 0.463 -0.193 0.252
H 0.031 4.036 -1.403 -0.008 0.283 -0.216 0.280
H 1.282 5.193 -0.743 -0.118 -0.465 -0.292 0.461